Density functional theory data (the ωB97M-V functional and the def2-TZVPD basis) for C9H9NO2 as an isolated structure at a distorted geometry.

```
21
Properties=species:S:1:pos:R:3:mulliken_charge:R:1
C 3.448 -0.162 0.021 -0.952
C 1.971 -0.269 0.063 0.129
C 0.252 -1.930 -0.166 -0.686
C -0.732 -0.875 -0.161 0.713
C -2.142 -1.472 -0.420 -0.713
C -0.437 0.490 -0.171 0.636
C -1.501 1.521 -0.133 -0.788
C -1.861 2.767 -0.027 -0.472
C 0.962 0.733 -0.065 1.091
H 3.811 -0.282 1.284 0.254
H 3.949 -1.088 -0.694 0.228
H 3.428 0.732 -0.548 0.334
H -0.075 -2.979 -0.065 0.280
H -1.907 -2.625 -0.684 0.297
H -2.322 -1.003 -1.371 0.343
H -3.615 -0.222 0.233 0.392
H -2.029 4.100 -0.089 0.339
H 0.476 2.438 0.583 0.255
N 1.536 -1.588 0.248 -0.451
O -2.871 -1.109 0.702 -0.570
O 1.342 2.011 0.044 -0.661
```

The energy above the lowest of the compared OMol25 structures with the same formula, charge and spin is 215.1 kcal per mole. As for the spin multiplicity: 1. As for the net charge: 0.



Density functional theory data (the ωB97M-V functional and the def2-TZVPD basis) for an isolated molecule of C9H9NO2 at a distorted geometry.

```
21
Properties=species:S:1:pos:R:3:mulliken_charge:R:1
C -1.510 -0.100 0.411 0.568
C -0.835 1.291 0.626 0.823
C 1.875 1.732 -0.164 -0.641
C 2.419 0.522 0.019 -0.506
C 0.451 1.868 0.040 0.068
C -0.967 -1.212 -0.451 0.598
C -1.813 -2.255 -0.462 -1.023
C 1.527 -0.666 0.250 -0.630
C 0.460 -0.926 -0.941 -1.068
N -0.614 2.297 -0.482 -0.639
O -2.463 -0.348 1.126 -0.617
O -1.404 1.928 1.760 -0.571
H 2.330 2.635 -0.408 0.472
H 3.417 0.441 -0.123 0.504
H -2.839 -2.166 -0.101 0.255
H -1.638 -3.162 -0.929 0.386
H 1.972 -1.646 0.233 0.387
H 0.869 -0.447 1.248 0.334
H 0.734 -1.769 -1.696 0.394
H 0.378 -0.101 -1.501 0.562
H -2.349 2.084 1.546 0.346
```

The energy above the lowest of the compared OMol25 structures with the same formula, charge and spin is 123.7 kcal per mole. As for the spin multiplicity: 1. Its SMILES is C=C1CC/C=C\C2=N[C@@]2(O)C1=O. As for the net charge: 0.



no.,E_LUMO (eV),HOMO (eV),gap between HOMO and LUMO (hartree)
1,-0.116,-8.49,0.30783
2,-0.128,-9.52,0.34499